{"formula": "CH5N4OS", "method": "ωB97M-V/def2-TZVPD", "fmax_ev_per_a": 2.78, "lumo_energy_ev": [3.9, 3.9], "e_above_lowest_kj_mol": 108.3, "charge": -1, "e_homo_ev": [-3.63, -1.93], "spin_multiplicity": 1, "species": ["H", "N", "N", "S", "C", "N", "N", "O", "H", "H", "H", "H"], "xyz": [[1.6773, 2.1332, 0.9267], [0.7977, 1.7061, 0.5532], [1.0667, 0.5779, -0.0415], [2.4578, -0.2324, -0.2984], [-0.0932, -0.0726, -0.4477], [-1.2474, 0.6948, -0.4955], [-0.4082, -1.4688, 0.6710], [-1.3990, -2.0408, 0.1435], [0.0712, -0.5067, -1.3867], [-1.9368, -0.0833, -0.5276], [-1.4607, 1.3178, 0.2953], [0.4747, -2.0251, 0.6078]], "forces_ev_per_a": [[-0.632, -0.887, -0.538], [1.223, 1.438, 1.225], [-2.570, 0.706, -0.042], [2.654, -0.834, -0.096], [0.570, 1.029, 1.804], [-1.865, -0.811, 0.026], [1.466, 1.837, -1.049], [-1.170, -1.247, -0.105], [0.201, -1.451, -0.903], [-0.202, 0.913, -0.027], [0.793, -0.708, -0.337], [-0.468, 0.014, 0.040]]}